Entry 1:
Density functional theory data (ωB97M-V/def2-TZVPD) for 2 unconnected molecules or ions with the total composition C4H9NO4 at a distorted geometry.

XYZ file:
```
18
Properties=species:S:1:pos:R:3
C -0.64349 0.21933 -0.22229
C 0.47829 1.24517 0.01530
C 1.12366 1.75785 -1.36497
O 1.90463 2.79114 -1.18239
N -1.35674 -0.12874 0.99421
C -1.58735 -1.46401 1.42010
O -2.14111 -1.56462 2.53276
O -1.26343 -2.39220 0.62708
H -0.24380 -0.73194 -0.70009
H -1.35641 0.67149 -0.98698
H 1.26819 0.84133 0.65535
H 0.12130 2.09832 0.48424
H 1.67760 0.88853 -1.80249
H 0.28614 1.98582 -2.09696
H -1.42524 0.61363 1.69153
H 0.34876 -2.58421 0.15927
H 1.51386 -1.67672 -0.13283
O 1.29515 -2.57016 -0.09085
```

Calculated values
Lowest unoccupied orbital energy, eV: 6.65
Max |F|, eV/Å: 3.19
Net charge: -2

---

Entry 2:
Density functional theory data (ωB97M-V/def2-TZVPD) for C4H9NO4 in the gas phase.

XYZ file:
```
18
Properties=species:S:1:pos:R:3
C -0.14150 -0.89173 1.59018
C -0.81175 -0.46046 0.51936
N -2.01895 -0.96342 0.09774
C -0.26888 0.69843 -0.32758
O -1.07299 0.92400 -1.45016
O -0.23516 1.88530 0.41174
C 1.15753 0.34317 -0.85333
O 2.07934 0.80019 0.10693
O 1.33645 -1.00172 -1.11864
H -0.51978 -1.69713 2.19543
H 0.75775 -0.40845 1.92166
H -2.22467 -0.80454 -0.87738
H -2.27683 -1.86720 0.45868
H -1.71279 1.60022 -1.19352
H 0.62889 1.95684 0.83671
H 1.30080 0.86432 -1.81034
H 2.96109 0.52900 -0.17284
H 1.06144 -1.50681 -0.33465
```

Calculated values
Lowest unoccupied orbital energy, eV: 0.72
Max |F|, eV/Å: 0.50
SMILES: C=C(N)C(O)(O)C(O)O

---

Entry 3:
Density functional theory data (ωB97M-V/def2-TZVPD) for C4H9NOS in the gas phase at a distorted geometry.

XYZ file:
```
16
Properties=species:S:1:pos:R:3
C -2.94865 -0.58930 -0.40656
N -1.89642 0.10462 -0.29488
S -0.89769 -0.19567 1.03485
C 0.69068 0.52837 0.54331
C 0.45731 1.92517 -0.10907
O 1.35544 -0.22122 -0.43832
C 1.81004 -1.47924 -0.06057
H -3.65986 -0.37692 -1.15157
H -3.25991 -1.38845 0.23963
H 1.27812 0.54675 1.42065
H 0.00244 1.66167 -1.09784
H -0.15446 2.55322 0.55108
H 1.42694 2.44594 -0.27940
H 1.02900 -2.27183 -0.09059
H 2.54967 -1.71334 -0.84298
H 2.21735 -1.52978 0.98226
```

Calculated values
Lowest unoccupied orbital energy, eV: 0.86
Max |F|, eV/Å: 2.73
SMILES: C=NS[C@H](C)OC

---

Entry 4:
Density functional theory data (ωB97M-V/def2-TZVPD) for C4H9NOS in the gas phase at a distorted geometry.

XYZ file:
```
16
Properties=species:S:1:pos:R:3
C 0.14205 0.76435 0.86198
C 0.86864 1.76686 -0.13946
C 0.24439 -0.51725 0.02977
C -0.64138 -0.61749 -1.20961
N -0.05484 -1.67348 0.86228
O 1.95322 0.17779 -2.25354
S 1.91632 0.34604 -0.78783
H 0.81634 0.56265 1.62481
H -0.85097 1.03143 1.37333
H 0.21328 2.31966 -0.86925
H 1.62062 2.39554 0.24655
H 0.54335 -1.91676 1.71067
H -1.20255 0.41484 -1.43769
H -1.49699 -1.43647 -1.13459
H 0.03862 -0.84090 -2.08256
H -0.10712 -2.36420 0.22241
```

Calculated values
Lowest unoccupied orbital energy, eV: 0.80
Max |F|, eV/Å: 4.16

---

Entry 5:
Density functional theory data (ωB97M-V/def2-TZVPD) for C4H9NOS in the gas phase at a distorted geometry.

XYZ file:
```
16
Properties=species:S:1:pos:R:3
C -1.62652 1.45067 0.22333
S -0.63972 -0.26722 0.07481
N -1.79091 -0.77680 -1.11403
O -1.05148 -0.82653 1.36674
C 0.92539 -0.00578 -0.61494
C 2.08678 -0.97011 -0.06946
C 1.83191 0.32728 0.55371
H -2.65674 1.09632 0.53693
H -0.85800 2.04285 0.74589
H -1.64210 1.85829 -0.82338
H -2.12698 -1.71844 -0.76269
H -1.42689 -0.79442 -1.98075
H 1.96322 -1.91751 0.49513
H 2.90444 -0.86273 -0.62170
H 2.65043 0.92103 0.35341
H 1.45718 0.44311 1.63699
```

Calculated values
Lowest unoccupied orbital energy, eV: 0.65
Max |F|, eV/Å: 5.73
SMILES: C[S@](N)(=O)=C1CC1

---

Entry 6:
Density functional theory data (ωB97M-V/def2-TZVPD) for C4H9NOS in the gas phase.

XYZ file:
```
16
Properties=species:S:1:pos:R:3
C 2.65983 -0.50255 -1.20362
C 1.20119 -0.16897 -0.96789
O 0.66299 0.80314 -1.44252
N 0.51574 -1.14846 -0.28622
C -0.93791 -1.14579 -0.16367
C -1.46377 -0.52148 1.11799
S -1.34261 1.27274 1.26707
H 3.00669 -1.25270 -0.49581
H 2.70359 -0.95038 -2.19595
H 3.30426 0.37106 -1.20532
H 0.97086 -1.65415 0.45610
H -1.38343 -0.68338 -1.03685
H -1.22896 -2.19761 -0.17497
H -1.04773 -1.02522 1.98685
H -2.54158 -0.68870 1.20793
H -0.02154 1.41170 1.41887
```

Calculated values
Lowest unoccupied orbital energy, eV: 0.70
Max |F|, eV/Å: 0.72
SMILES: CC(=O)NCCS

---

no.,HOMO-LUMO gap (eV),highest occupied orbital energy (eV)
1,6.377,0.28
2,9.168,-8.45
3,9.586,-8.73
4,9.166,-8.36
5,8.988,-8.34
6,9.502,-8.80